No. 1
{"formula": "C7H9Br2N4", "method": "wB97M-V/def2-TZVPD", "elements": ["Br", "Br", "N", "N", "N", "N", "C", "C", "C", "C", "C", "C", "C", "H", "H", "H", "H", "H", "H", "H", "H", "H"], "xyz": [[5.16317, -2.78048, 0.07189], [3.32452, 3.58674, 0.06167], [1.40867, 0.58029, -0.08572], [-0.64114, -0.32170, -0.13412], [5.10337, 1.49518, -0.25955], [3.27363, -0.81012, 0.03439], [3.87662, 1.81812, -0.06647], [-1.68312, -1.39846, -0.22594], [0.63752, -0.50777, -0.10050], [4.64917, -0.88704, -0.00714], [2.73351, 0.36111, 0.09465], [5.42888, 0.16938, -0.39759], [-1.42538, 0.93310, -0.21920], [-2.26691, 0.81140, -0.87892], [-2.06545, -1.50714, 0.82712], [0.92585, 1.40696, 0.31141], [1.13999, -1.48171, -0.23211], [-2.40740, -1.19172, -0.97343], [6.51682, 0.06235, -0.73190], [-0.69460, 1.58847, -0.69724], [-1.11615, -2.28115, -0.42373], [-1.70761, 1.33842, 0.73092]], "lowdin_charge": [0.701, 0.797, 0.106, -0.122, 0.021, 0.042, -0.644, 0.024, -0.035, -0.660, -0.195, -0.156, 0.020, 0.101, 0.135, 0.157, 0.180, 0.088, 0.144, 0.097, 0.087, 0.111], "smiles": "CN(C)/C=[NH+]/c1nc(Br)cnc1Br", "total_charge": 1}



No. 2
{"formula": "C14H34N4O10", "method": "wB97M-V/def2-TZVPD", "elements": ["O", "O", "O", "O", "O", "O", "O", "O", "O", "O", "N", "N", "N", "N", "C", "C", "C", "C", "C", "C", "C", "C", "C", "C", "C", "C", "C", "C", "H", "H", "H", "H", "H", "H", "H", "H", "H", "H", "H", "H", "H", "H", "H", "H", "H", "H", "H", "H", "H", "H", "H", "H", "H", "H", "H", "H", "H", "H", "H", "H", "H", "H"], "xyz": [[-2.28423, -2.36840, 11.34030], [-3.89963, -1.62119, 12.68571], [-5.66508, -0.23699, 10.98743], [-5.08879, 2.53034, 11.67777], [-3.05551, -0.82779, 7.30771], [-7.73668, -0.02163, 11.79472], [-5.80626, -3.60125, 11.65113], [-1.98366, -2.39666, 13.57003], [-8.13843, -0.58531, 5.92970], [-7.47507, -0.23406, 9.59894], [-3.90416, -1.53429, 9.39511], [-7.23730, -3.38021, 13.49913], [-4.90501, 4.55913, 10.62732], [-9.24436, 0.59747, 7.55598], [-4.44194, -2.78290, 8.74810], [-3.32949, 0.85116, 8.93782], [-8.12406, 0.41162, 6.56011], [-3.45207, 4.70497, 11.07740], [-3.36317, -0.54090, 8.41262], [-2.74945, -2.11144, 12.48231], [-7.20280, 3.51804, 11.09816], [-10.47532, -0.28329, 7.38614], [-8.08994, -3.17916, 11.13208], [-6.17968, -2.63450, 14.26084], [-7.02870, -0.11031, 10.77760], [-5.69264, 3.41356, 11.18147], [-7.10661, 1.50244, 6.44638], [-6.89374, -3.37182, 12.02593], [-7.62065, -2.86352, 10.20011], [-8.18169, -3.03657, 13.68022], [-8.75996, -2.34613, 11.35295], [-8.64848, -4.11606, 11.12299], [-7.52775, 4.47042, 11.51687], [-5.15643, -2.55703, 7.96113], [-2.64801, -2.16979, 14.24476], [-3.48140, 5.01143, 12.12059], [-5.16520, -3.00993, 14.14490], [-3.12655, -1.79095, 10.04300], [-5.69833, -0.26879, 11.96306], [-4.96763, -3.31474, 9.53264], [-3.10022, 5.58102, 10.53718], [-7.30673, -4.34953, 13.82875], [-5.37972, 5.44869, 10.79407], [-2.96512, 3.75385, 10.90425], [-6.22850, -1.55417, 14.16418], [-7.60255, 2.69208, 11.68635], [-2.74171, 0.95283, 9.85091], [-3.53892, -3.25142, 8.37137], [-10.18674, -1.24885, 7.78560], [-2.81148, 1.39836, 8.14949], [-7.51876, 3.37289, 10.06450], [-4.56604, -1.06163, 10.04157], [-6.41316, 1.42846, 7.28983], [-6.55138, 1.38558, 5.52177], [-4.89353, 4.39175, 9.61638], [-4.35143, 1.20227, 9.08322], [-6.34170, -2.82604, 15.32548], [-8.73899, 0.32372, 8.42222], [-7.55655, 2.48623, 6.59122], [-11.32739, 0.12823, 7.91854], [-9.52216, 1.56210, 7.73067], [-10.68426, -0.29936, 6.32081]], "lowdin_charge": [-0.024, -0.077, 0.007, 0.196, 0.179, -0.007, 0.199, 0.102, 0.197, -0.060, 0.075, 0.117, 0.086, 0.073, 0.036, 0.017, -0.408, 0.060, -0.414, -0.754, 0.051, 0.047, 0.031, 0.007, -0.784, -0.400, 0.038, -0.402, 0.088, 0.183, 0.090, 0.112, 0.104, 0.097, 0.104, 0.117, 0.093, 0.100, 0.104, 0.072, 0.113, 0.197, 0.184, 0.101, 0.104, 0.097, 0.106, 0.112, 0.105, 0.098, 0.094, 0.098, 0.080, 0.111, 0.187, 0.067, 0.107, 0.108, 0.091, 0.106, 0.173, 0.106], "total_charge": 2}



How do the records compare in LUMO energy? In the order shown, they have -4.21 -5.78 eV.
How do the records compare in orbital gap? In the order shown, they have 7.84 7.08 eV.